Computed, not measured: a molecular structure, C5H14AlIOP, with the ωB97M-V functional and the def2-TZVPD basis.

Summary:
Molar mass (g mol⁻¹): 275.03
Frontier orbital gap (eV): 7.84
Max |F| (eV/Å): 0.3

The geometry in ORCA input format:
```
! RIJCOSX wB97M-V def2-TZVPD def2/J DEFGRID3
* xyz -1 1
C 1.2885 1.1396 -1.4056
C -0.1259 0.6385 -1.7285
C -1.1589 0.9185 -0.6333
C -1.1467 0.0095 0.6172
C -1.8340 0.7095 1.8102
Al 0.5920 -0.7005 1.3107
I -0.0585 -2.3715 3.2460
P 1.7548 -2.1613 -0.2367
O 3.0502 -1.6698 -0.8336
H 1.3977 1.3870 -0.3474
H 2.0590 0.3995 -1.6291
H 1.5228 2.0492 -1.9653
H -0.1051 -0.4401 -1.9220
H -0.4739 1.0937 -2.6611
H -1.0331 1.9603 -0.3062
H -2.1564 0.8774 -1.0931
H -1.7588 -0.8661 0.3632
H -1.1336 1.1714 2.5161
H -2.4295 0.0085 2.3984
H -2.5061 1.5074 1.4675
H 1.5796 0.3701 1.9500
H 0.8175 -2.5642 -1.2408
H 1.8585 -3.4667 0.3233
*
```